Entry 1:
# C32H51N2O8PRuS3Si

A structure of composition C32H51N2O8PRuS3Si (ωB97M-V/def2-TZVPD, the OMol25 dataset).

Values from the calculation:
E_HOMO (alpha / beta): -4.80 / -5.35 eV
E: -3882.08054 a.u.
<S²>: 8.763

ORCA input file:
```
! wB97M-V def2-TZVPD RIJCOSX def2/J DEFGRID3
* xyz -1 6
Ru 0.60 -0.47 0.71
O -1.22 -4.44 -1.04
C -0.07 -5.13 -1.00
C -0.03 -6.34 -1.71
C 1.12 -7.10 -1.71
C 2.25 -6.68 -1.01
C 2.21 -5.49 -0.31
C 1.06 -4.70 -0.29
C 1.03 -3.44 0.49
O 0.05 -2.60 0.28
N 1.96 -3.24 1.38
N 1.76 -2.01 1.99
C 1.84 -1.98 3.26
C 1.50 -0.81 4.08
C 2.11 -0.68 5.33
C 1.79 0.36 6.19
C 0.80 1.26 5.82
C 0.15 1.13 4.61
C 0.49 0.11 3.70
O -0.14 0.01 2.57
H -1.04 -3.55 -0.64
H -0.91 -6.64 -2.25
H 1.14 -8.03 -2.26
H 3.16 -7.27 -1.02
H 3.06 -5.14 0.25
H 2.08 -2.90 3.80
H 2.87 -1.40 5.61
H 2.30 0.45 7.15
H 0.52 2.06 6.49
H -0.64 1.81 4.32
C -3.36 0.15 1.58
C -3.22 -0.59 0.26
C -4.34 -0.17 -0.70
C -3.24 -2.09 0.48
O -1.93 -0.23 -0.28
Si -1.40 -0.19 -1.85
S 0.65 0.08 -1.65
O -1.91 -1.59 -2.53
C -1.95 -1.98 -3.91
C -3.27 -1.51 -4.51
C -0.77 -1.39 -4.67
C -1.87 -3.50 -3.94
O -2.14 0.97 -2.73
C -1.94 2.38 -2.88
C -0.78 2.63 -3.84
C -1.66 3.01 -1.52
C -3.24 2.92 -3.46
H -4.28 -0.15 2.08
H -3.38 1.23 1.42
H -2.51 -0.08 2.23
H -5.30 -0.40 -0.25
H -4.25 -0.69 -1.65
H -4.29 0.91 -0.89
H -4.18 -2.42 0.92
H -2.43 -2.37 1.16
H -3.09 -2.61 -0.47
H -3.35 -0.42 -4.45
H -4.11 -1.95 -3.96
H -3.35 -1.82 -5.56
H -0.81 -0.30 -4.67
H -0.78 -1.73 -5.71
H 0.17 -1.69 -4.21
H -2.67 -3.93 -3.33
H -0.93 -3.84 -3.52
H -1.97 -3.86 -4.97
H 0.14 2.23 -3.43
H -0.65 3.70 -3.99
H -0.99 2.16 -4.80
H -0.72 2.63 -1.10
H -2.47 2.78 -0.83
H -1.57 4.09 -1.61
H -3.46 2.44 -4.41
H -3.17 4.00 -3.62
H -4.07 2.72 -2.78
C 5.13 3.78 3.17
C 4.93 2.90 1.95
C 6.07 2.99 0.95
O 3.70 3.33 1.35
P 2.82 2.47 0.30
S 3.34 2.70 -1.54
S 2.86 0.58 1.09
O 1.39 3.13 0.54
C 0.84 3.34 1.87
C 1.22 4.71 2.38
C -0.67 3.21 1.74
H 6.05 3.49 3.69
H 4.29 3.67 3.85
H 5.22 4.82 2.87
H 4.80 1.86 2.27
H 6.17 4.02 0.59
H 5.89 2.35 0.10
H 7.01 2.69 1.43
H 1.23 2.56 2.53
H 0.82 5.48 1.71
H 2.30 4.83 2.44
H 0.79 4.86 3.37
H -1.04 3.98 1.07
H -1.14 3.33 2.71
H -0.96 2.23 1.34
*
```

Atomic partial charges in e from the Mulliken method, atoms 1 to 8: atom 1 (Ru): 0.682, atom 2 (O): -0.563, atom 3 (C): 0.056, atom 4 (C): -0.523, atom 5 (C): -0.312, atom 6 (C): -0.765, atom 7 (C): -0.500, atom 8 (C): 0.006



Entry 2:
# C44H57BBrF9N8O11PS4

A structure of composition C44H57BBrF9N8O11PS4 at a distorted geometry (ωB97M-V/def2-TZVPD, the OMol25 dataset).

Values from the calculation:
E_HOMO: -10.20 eV
E: -8407.33347 a.u.

ORCA input file:
```
! wB97M-V def2-TZVPD RIJCOSX def2/J DEFGRID3
* xyz 1 1
C -3.13 4.28 -1.32
C -3.41 2.71 -1.53
C -4.80 2.63 -2.36
C -2.32 1.96 -2.42
C -1.23 1.11 -1.63
Br -0.15 2.63 -0.80
C -1.75 0.35 -0.25
S -1.00 1.24 1.20
C -1.38 -1.23 -0.26
C -2.50 -2.28 0.14
C -2.45 -2.35 1.76
C -3.82 -2.92 2.38
F -3.60 -3.77 3.48
F -4.33 -3.78 1.36
C -4.94 -1.82 2.61
F -6.18 -2.50 2.56
F -5.01 -0.88 1.58
S -4.90 -0.90 4.24
F -3.29 -1.13 4.47
F -5.34 -2.22 5.13
F -6.53 -0.56 4.07
F -4.60 0.52 3.40
F -4.92 -0.02 5.64
C -0.75 -1.30 -1.73
C 0.21 -2.54 -1.99
C 1.59 -2.61 -1.23
C 1.85 -1.66 0.00
S 1.72 -2.51 1.67
C 3.29 -2.04 2.54
S 4.49 -3.20 2.74
N 3.58 -0.71 3.07
C 3.25 0.38 2.12
C 3.41 1.86 2.72
O 3.26 1.91 4.16
C 2.29 0.93 4.55
C 2.97 -0.50 4.43
B -2.11 -1.74 -2.60
N -2.14 -2.93 -3.55
O -3.34 -1.02 -2.55
N -0.43 0.06 -2.38
N -0.74 -0.16 -3.76
P 1.33 0.51 -2.55
O 1.54 1.71 -3.47
H -2.86 4.40 -0.21
H -4.08 4.90 -1.46
H -2.24 4.67 -1.90
H -3.63 2.26 -0.52
H -4.94 1.63 -2.87
H -4.68 3.41 -3.19
H -5.67 2.95 -1.72
H -2.86 1.38 -3.25
H -1.74 2.78 -2.98
H -2.88 0.31 -0.10
H -2.04 1.83 1.90
H -0.69 -1.28 0.64
H -3.56 -1.96 -0.11
H -2.27 -3.35 -0.19
H -2.31 -1.28 2.14
H -1.57 -3.01 2.06
H -0.38 -3.47 -1.68
H 0.43 -2.57 -3.11
H 2.43 -2.42 -2.00
H 1.76 -3.69 -0.89
H 2.93 -1.30 -0.05
H 1.22 -0.72 0.06
H 2.15 0.31 1.77
H 3.92 0.34 1.20
H 4.38 2.37 2.40
H 2.55 2.48 2.29
H 1.31 0.98 3.96
H 2.04 1.10 5.64
H 2.22 -1.36 4.58
H 3.77 -0.58 5.24
H -2.08 -3.81 -3.04
H -1.42 -2.84 -4.28
H -3.83 -1.15 -3.39
H 0.10 -0.61 -4.18
H -0.74 0.75 -4.27
H 2.06 -0.59 -3.15
H 1.97 0.75 -1.31
C -3.31 -4.05 -9.62
C -3.54 -4.34 -8.28
C -3.50 -3.32 -7.33
C -3.23 -2.02 -7.74
C -2.98 -1.73 -9.08
C -3.03 -2.75 -10.02
N -3.21 -0.94 -6.76
O -3.40 -1.24 -5.59
O -3.00 0.19 -7.15
H -3.34 -4.85 -10.35
H -3.75 -5.35 -7.97
H -3.68 -3.55 -6.29
H -2.77 -0.72 -9.41
H -2.84 -2.54 -11.07
C -3.82 -7.66 4.45
C -2.95 -6.62 4.17
C -1.59 -6.74 4.46
C -1.12 -7.92 5.02
C -1.99 -8.97 5.32
C -3.34 -8.83 5.03
N 0.31 -8.07 5.31
O 1.03 -7.12 5.06
O 0.69 -9.13 5.77
H -4.87 -7.56 4.22
H -3.32 -5.70 3.72
H -0.92 -5.92 4.23
H -1.63 -9.89 5.76
H -4.03 -9.65 5.25
C 9.07 5.97 4.64
C 7.73 6.32 4.69
C 6.80 5.66 3.90
C 7.23 4.64 3.06
C 8.57 4.28 2.99
C 9.49 4.95 3.78
N 6.25 3.93 2.24
O 5.08 4.28 2.31
O 6.65 3.01 1.54
H 9.80 6.48 5.26
H 7.41 7.12 5.36
H 5.76 5.95 3.95
H 8.91 3.49 2.33
H 10.54 4.68 3.74
C 4.18 8.28 -2.01
C 4.01 7.14 -2.79
C 3.12 6.15 -2.39
C 2.40 6.32 -1.21
C 2.57 7.45 -0.42
C 3.46 8.43 -0.83
N 1.44 5.29 -0.80
O 1.33 4.29 -1.51
O 0.80 5.48 0.22
H 4.87 9.05 -2.33
H 4.57 7.03 -3.71
H 3.00 5.27 -3.01
H 2.01 7.58 0.50
H 3.60 9.32 -0.22
*
```

Atomic partial charges in e from the Mulliken method, atoms 1 to 8: atom 1 (C): -1.139, atom 2 (C): 0.681, atom 3 (C): -1.414, atom 4 (C): -1.484, atom 5 (C): 0.523, atom 6 (Br): 0.377, atom 7 (C): -0.424, atom 8 (S): -0.156



Entry 3:
# C5H11NO

A cluster of 2 separate species, C5H11NO in total at a distorted geometry (ωB97M-V/def2-TZVPD, the OMol25 dataset).

Values from the calculation:
E_HOMO: -9.17 eV
E: -327.03215 a.u.

ORCA input file:
```
! wB97M-V def2-TZVPD RIJCOSX def2/J DEFGRID3
* xyz 0 1
C 0.81 -1.47 -1.01
C 1.42 -0.36 -0.13
C 0.43 0.64 0.41
C 0.12 0.55 1.72
C -0.06 2.37 -1.00
N -0.36 1.22 -0.61
H 0.48 -1.05 -1.97
H -0.10 -1.96 -0.67
H 1.58 -2.21 -1.19
H 2.15 -0.74 0.58
H 2.14 0.22 -0.74
H 0.64 -0.23 2.26
H -0.77 0.86 2.26
H -0.54 2.83 -1.87
H 0.66 3.10 -0.61
H -2.82 -2.05 0.94
H -1.43 -1.32 0.53
O -1.94 -2.11 0.56
*
```

Atomic partial charges in e from the natural (NBO) method, atoms 1 to 8: atom 1 (C): -0.617, atom 2 (C): -0.440, atom 3 (C): 0.148, atom 4 (C): -0.471, atom 5 (C): -0.018, atom 6 (N): -0.403, atom 7 (H): 0.213, atom 8 (H): 0.228



Entry 4:
# C10H10CrN4

A structure of composition C10H10CrN4 at a distorted geometry (ωB97M-V/def2-TZVPD, the OMol25 dataset).

Values from the calculation:
E_HOMO (alpha / beta): -2.95 / -4.22 eV
E: -1650.44120 a.u.
<S²>: 3.855

ORCA input file:
```
! wB97M-V def2-TZVPD RIJCOSX def2/J DEFGRID3
* xyz -1 4
C 0.21 -1.62 -1.83
C -1.00 -1.25 -1.14
C -0.96 -1.82 0.17
C 0.30 -2.50 0.33
C 0.99 -2.42 -0.93
Cr 0.82 -0.39 -0.04
C -1.73 2.13 -1.15
C -0.93 2.77 -1.99
C 0.12 3.39 -2.50
N 2.46 -0.33 0.00
H -1.76 -1.77 0.91
H -1.82 -0.69 -1.57
H 0.62 -3.05 1.21
H 1.95 -2.88 -1.16
H 0.44 -1.39 -2.86
H -2.56 1.51 -1.50
H 3.38 0.07 0.20
H -1.62 2.21 -0.05
H 0.03 4.27 -3.15
H 1.14 3.02 -2.32
N 0.19 0.45 1.59
C 0.01 0.42 2.77
N -0.29 0.66 3.96
C -0.08 -0.09 5.02
N 0.07 -0.69 6.02
*
```

Atomic partial charges in e from the natural (NBO) method, atoms 1 to 8: atom 1 (C): -0.339, atom 2 (C): -0.360, atom 3 (C): -0.302, atom 4 (C): -0.349, atom 5 (C): -0.257, atom 6 (Cr): 0.795, atom 7 (C): -0.494, atom 8 (C): 0.093